Entry 1:
Computed, not measured: a structure of composition C30H32O11Si2, with wB97M-V/def2-TZVPD.

XYZ file:
```
75
Properties=species:S:1:pos:R:3:forces:R:3
C -1.0274 -1.7306 -4.0593 -0.117 0.318 0.355
C -1.4521 -1.5251 -2.5775 -0.058 -0.173 -0.249
C -0.2469 -1.2399 -1.7362 0.146 0.427 -0.008
O 0.1264 -0.1110 -1.5522 0.047 0.007 0.185
O 0.4995 -2.2870 -1.2777 -0.377 -0.405 -0.173
C 0.1926 -2.7152 0.0600 -0.032 -0.108 0.471
C -0.6639 -3.9854 0.1463 0.337 0.269 -0.240
Si 0.3458 -5.5417 -0.1743 -0.061 -0.541 0.209
O -0.1617 -6.4732 -1.4541 -0.030 0.795 -0.041
Si -0.6118 -5.8568 -2.9334 0.204 -0.418 -0.147
C 0.7689 -4.9687 -3.8090 -0.252 0.139 0.070
H -1.6459 -1.0784 -4.6690 -0.017 -0.207 -0.199
H -1.1368 -2.7667 -4.3623 0.041 -0.015 -0.056
H 0.0019 -1.4058 -4.2155 0.023 -0.131 -0.041
H -2.0234 -2.3794 -2.2173 0.130 -0.086 0.069
H -2.0875 -0.6445 -2.5058 -0.007 0.006 0.021
H -0.2759 -1.8967 0.6135 -0.007 0.061 -0.148
H 1.1545 -2.9043 0.5386 0.045 0.121 -0.038
H -1.0348 -4.0309 1.1728 -0.019 -0.092 -0.021
H -1.5477 -3.9124 -0.4874 -0.044 0.022 -0.037
H 0.2636 -6.4114 1.0230 -0.011 -0.006 -0.036
H 1.7634 -5.1574 -0.3562 0.006 0.055 -0.072
H -1.0801 -6.9994 -3.7435 -0.051 0.014 0.035
H -1.7246 -4.9044 -2.7380 -0.119 0.054 0.019
H 0.3480 -4.5424 -4.7251 0.090 -0.059 -0.028
H 1.1250 -4.1290 -3.2070 0.104 -0.050 -0.009
H 1.6002 -5.6166 -4.0808 0.033 -0.017 0.064
C -3.5112 -6.5260 2.5534 -0.015 -0.031 -0.001
C -3.5872 -7.7471 3.0750 0.000 0.022 -0.025
C -2.9210 -8.0782 4.3609 -0.004 -0.012 0.008
O -2.9904 -9.1892 4.8374 -0.001 0.007 -0.002
C -2.1664 -6.9936 5.0404 0.013 0.029 -0.005
C -2.0901 -5.7733 4.5171 0.002 -0.020 0.028
C -2.7565 -5.4452 3.2333 0.009 0.022 -0.025
O -2.6814 -4.3331 2.7510 -0.016 -0.040 0.051
H -3.9860 -6.2610 1.6172 0.006 0.023 0.004
H -4.1291 -8.5530 2.5970 0.009 -0.017 0.017
H -1.6893 -7.2584 5.9752 -0.007 -0.024 -0.003
H -1.5457 -4.9674 4.9927 -0.009 0.015 -0.016
C 1.6309 2.8871 0.2138 -0.009 -0.018 -0.015
C 1.8943 2.5831 -1.0542 -0.025 0.033 -0.029
C 2.9153 3.3382 -1.8260 -0.016 0.012 -0.005
O 3.1512 3.0682 -2.9843 -0.004 0.008 0.007
C 3.6294 4.4369 -1.1285 0.005 0.013 0.036
C 3.3678 4.7421 0.1406 0.026 -0.023 -0.062
C 2.3467 3.9845 0.9070 0.016 0.047 0.075
O 2.1052 4.2537 2.0679 -0.044 -0.079 -0.064
H 0.8930 2.3500 0.7969 0.005 0.004 0.014
H 1.3832 1.7824 -1.5718 0.046 -0.037 -0.002
H 4.3676 4.9716 -1.7130 -0.004 -0.014 -0.017
H 3.8685 5.5429 0.6709 -0.058 -0.028 0.015
C -1.8528 3.4037 -2.4580 -0.008 -0.005 -0.011
C -1.6679 2.3329 -3.2255 0.036 -0.006 -0.022
C -2.4837 2.1158 -4.4481 0.102 0.018 0.060
O -2.3158 1.1369 -5.1457 -0.088 0.034 -0.016
C -3.5057 3.1373 -4.7858 -0.022 0.017 -0.002
C -3.6891 4.2073 -4.0175 -0.001 -0.021 -0.028
C -2.8776 4.4254 -2.7918 0.019 -0.012 0.030
O -3.0472 5.4001 -2.0925 -0.010 0.004 -0.008
H -1.2707 3.5854 -1.5631 0.000 0.014 0.004
H -0.9224 1.5781 -2.9994 -0.042 0.006 0.005
H -4.0833 2.9570 -5.6836 0.010 -0.018 -0.004
H -4.4281 4.9661 -4.2412 0.007 0.014 0.020
C 2.5990 6.9855 5.3943 -0.003 -0.024 -0.036
C 2.8623 6.6824 4.1249 -0.032 0.016 0.064
C 3.8827 7.4424 3.3609 -0.022 -0.039 -0.053
O 4.1272 7.1783 2.2008 0.058 0.080 0.048
C 4.5976 8.5411 4.0571 0.001 0.019 0.031
C 4.3312 8.8392 5.3252 0.015 0.005 -0.026
C 3.3090 8.0835 6.0950 0.006 0.012 0.015
O 3.0696 8.3572 7.2513 -0.003 -0.007 -0.010
H 1.8606 6.4496 5.9771 0.003 0.013 0.017
H 2.3634 5.8814 3.5924 0.060 0.034 -0.015
H 5.3366 9.0763 3.4744 -0.007 -0.017 -0.021
H 4.8365 9.6359 5.8562 -0.014 -0.006 0.022
```
Positions in Å, forces in eV/Å.

Values from the calculation:
Total charge   0


Entry 2:
Computed, not measured: a structure of composition C30H33BN5O4SiYb, with wB97M-V/def2-TZVPD.

XYZ file:
```
75
Properties=species:S:1:pos:R:3:forces:R:3
Yb 10.9414 11.1423 11.3539 0.926 2.014 1.104
C 9.3284 14.3928 14.4656 -0.119 -1.138 -0.949
C 9.9954 13.2716 13.6769 0.869 -1.088 1.914
N 10.0341 13.2324 12.3591 -0.380 0.421 -1.968
N 9.4330 14.2971 11.7034 -0.091 -0.654 2.004
C 9.0119 14.0969 10.5185 0.893 -0.644 0.904
O 9.4090 12.9228 9.9220 -0.165 -0.983 -1.868
C 8.0442 15.0034 9.9585 -1.020 -0.171 -1.783
C 8.1406 16.3707 10.2644 -0.561 0.125 -0.744
C 7.4263 17.3076 9.5053 0.238 -0.676 0.663
C 6.4732 16.8827 8.5676 0.737 -0.330 0.160
C 6.2518 15.5085 8.3561 0.296 -0.089 0.650
C 7.0437 14.5467 9.0318 0.391 1.232 -0.319
C 10.5242 12.0458 14.3625 -1.283 2.919 0.421
C 10.8446 12.0416 15.7593 0.585 -2.086 -0.366
C 11.2746 10.8154 16.2891 -0.366 1.554 0.314
C 11.3585 9.6293 15.5282 -0.659 0.880 -0.426
C 10.8979 9.7269 14.2331 0.652 1.124 0.281
N 10.5526 10.9164 13.6496 -0.063 -2.383 0.090
H 8.5806 14.8186 13.7811 0.185 0.054 0.454
H 10.0284 15.1616 14.7422 0.255 0.422 0.255
H 8.8377 13.9555 15.3380 0.099 0.271 0.066
H 8.8143 16.6781 11.0525 0.172 0.009 -0.184
H 7.6759 18.3598 9.6870 -0.471 -0.355 -0.249
H 6.0183 17.6487 7.9630 -0.471 -0.091 -0.120
H 5.4495 15.1699 7.6846 0.531 0.212 0.204
H 6.9348 13.4920 8.7231 0.133 0.619 0.524
H 10.8741 12.9207 16.3956 -0.230 -0.047 -0.348
H 11.5082 10.8453 17.3503 0.261 -0.337 -0.139
H 11.7752 8.7116 15.8976 -0.088 -0.208 0.234
H 10.9220 8.8270 13.6277 -0.253 0.290 -0.287
C 11.5831 7.4184 9.2882 0.990 0.519 0.083
N 10.2107 7.1750 9.7449 -0.448 -0.589 -0.122
C 9.5500 8.0930 10.4772 0.734 1.655 0.323
N 8.2499 7.8310 10.8226 0.416 0.254 -0.190
O 10.1312 9.1888 10.8472 -1.831 -3.377 -1.084
H 12.0960 6.5348 8.8449 -0.871 0.382 0.519
H 12.1688 7.7443 10.1734 -0.130 -0.215 -0.661
H 11.6653 8.2330 8.5198 -0.447 -0.694 0.693
H 9.7582 6.2538 9.6578 0.652 0.880 -0.152
H 7.6693 7.1908 10.2748 0.573 0.479 0.306
H 7.7800 8.6445 11.2008 0.005 -0.271 -0.014
O 13.2784 10.7082 12.4408 0.038 -3.601 -0.267
B 14.1708 11.7346 12.7069 0.803 1.532 0.533
O 15.2699 11.1947 13.4993 -0.446 -2.241 -1.070
C 15.1347 9.7697 13.4635 -0.505 0.973 1.559
C 15.8751 8.7858 14.1471 -0.331 -0.011 -1.799
C 15.3859 7.4528 14.0466 0.084 1.993 0.769
C 14.1231 7.1862 13.5878 -0.641 -0.363 -1.583
C 13.3848 8.1563 12.8604 0.346 -0.105 0.902
C 13.9139 9.4184 12.8869 -0.339 2.196 -0.523
H 16.8581 8.9942 14.5577 -0.229 0.046 0.096
H 15.9784 6.6638 14.4238 0.471 -0.705 0.573
H 13.7538 6.1682 13.6668 -0.032 0.066 -0.179
H 12.4200 7.9574 12.3997 0.158 -0.091 0.201
C 9.6638 13.7627 7.0079 0.522 -0.224 -0.832
Si 9.7225 12.4024 8.3127 -0.902 0.599 0.818
C 11.2968 11.4161 8.6223 1.154 0.128 -1.278
C 8.3602 11.1703 7.9165 -0.174 0.590 1.719
C 8.3046 10.5217 6.7231 -0.771 -1.521 -0.878
C 7.3351 9.5011 6.5224 0.446 0.957 -0.319
C 6.3421 9.2581 7.4449 -0.093 -0.508 0.445
C 6.4151 9.8911 8.6929 0.244 -0.138 0.973
C 7.4256 10.8284 8.9259 -0.436 0.345 -0.204
H 8.6276 13.9226 6.6405 0.549 -0.279 0.361
H 10.3023 13.5195 6.0880 -0.701 0.395 1.340
H 9.9759 14.7172 7.4530 0.167 -0.179 -0.262
H 11.8621 11.2428 7.6433 -0.676 0.125 1.324
H 11.0732 10.4309 9.0454 -0.140 -0.070 -0.424
H 12.0200 11.9020 9.3106 -0.110 0.166 -0.627
H 8.9875 10.7964 5.9266 0.064 -0.275 -0.074
H 7.3374 8.9047 5.6298 0.011 0.099 -0.496
H 5.5419 8.5451 7.1810 0.544 0.332 0.425
H 5.8021 9.5640 9.5703 0.086 0.579 -1.136
H 7.4095 11.4378 9.8458 0.195 -0.700 -0.281
```
Positions in Å, forces in eV/Å.

Values from the calculation:
Energy above the lowest of the compared OMol25 structures with the same formula, charge and spin   0.000 eV
<S²>   0.7799
2S+1   2
Total charge   0


Entry 3:
Computed, not measured: a cluster of 2 separate species, C30H33BNO in total, with wB97M-V/def2-TZVPD.

XYZ file:
```
66
Properties=species:S:1:pos:R:3:forces:R:3
C 0.1054 2.9144 3.0956 0.033 0.101 -0.089
C 0.6832 1.6194 2.5425 -0.049 0.299 0.020
N 0.1657 0.3174 3.1335 -0.997 -0.084 0.621
C 0.9055 -0.7687 2.3666 0.027 -0.292 -0.023
C 0.6122 -2.2104 2.7548 0.020 -0.057 -0.106
C 0.3821 0.2295 4.5941 1.085 0.105 -0.732
C 1.6474 0.2935 5.1522 -0.233 -0.067 0.937
C 1.7368 0.1979 6.5547 0.089 0.080 -0.656
C 0.5871 0.0585 7.3304 -0.379 -0.021 -0.292
C -0.6770 -0.0056 6.7213 -0.495 -0.086 0.155
C -0.7682 0.0699 5.3326 0.447 0.065 -0.079
B -1.4540 0.1703 3.2430 1.784 0.267 -2.228
H -0.8941 0.1059 -1.7285 -0.474 0.090 1.005
H 0.6941 3.7275 2.6519 -0.135 -0.156 0.107
H -0.9343 3.0804 2.8010 0.183 -0.087 0.106
H 0.2002 3.0117 4.1822 -0.024 -0.150 -0.160
H 0.5052 1.5532 1.4583 0.050 -0.019 0.383
H 1.7686 1.6003 2.7096 -0.276 -0.020 -0.117
H 0.6816 -0.6034 1.3018 0.049 -0.024 0.366
H 1.9712 -0.5538 2.5211 -0.271 -0.016 -0.096
H 1.3529 -2.8325 2.2365 -0.174 0.131 0.102
H 0.7216 -2.4131 3.8254 -0.042 0.162 -0.143
H -0.3731 -2.5398 2.4175 0.118 0.056 0.123
H 2.5390 0.4109 4.5401 -0.195 -0.028 0.159
H 2.7220 0.2394 7.0193 -0.319 -0.014 -0.045
H 0.6676 -0.0058 8.4168 -0.081 0.018 -0.371
H -1.5923 -0.1187 7.3097 0.458 0.032 -0.113
H -1.7493 -0.0042 4.7642 0.111 -0.051 1.148
H -1.7888 -0.8939 2.8620 -0.424 -0.014 0.474
H -1.9922 1.1992 3.0452 -0.351 -0.137 0.440
C 5.4711 -1.8818 -3.4501 -0.341 0.321 0.417
O 4.8095 -0.8946 -2.6345 -0.053 -0.375 -0.194
C 3.4532 -0.7994 -2.6810 -0.454 -0.302 -0.160
C 2.8967 0.3128 -2.0118 0.433 -0.547 -0.552
C 1.5515 0.5769 -2.1513 0.251 -0.163 0.214
C 0.7133 -0.2794 -2.8665 -0.042 -0.167 -0.349
C -0.7626 0.0155 -2.7861 0.055 -0.054 -1.225
C -1.7859 -1.0342 -3.2037 -0.227 0.539 0.318
C -2.9370 -0.3817 -3.6866 0.391 -0.531 0.188
C -4.1279 -1.0773 -3.8510 0.201 -0.059 -0.072
C -4.1714 -2.4180 -3.4635 -0.044 -0.183 0.167
C -3.0265 -3.0759 -2.9722 -0.025 0.567 -0.294
C -1.8092 -2.3841 -2.8780 -0.286 -0.193 -0.101
C -2.6858 1.0592 -3.7510 0.553 0.322 0.383
C -1.3696 1.3303 -3.3134 -0.462 -0.478 0.147
C -0.9467 2.6396 -3.1193 -0.342 0.196 -0.108
C -1.8881 3.6759 -3.2465 -0.092 -0.490 -0.227
C -3.1985 3.3942 -3.6662 0.074 0.070 0.065
C -3.5940 2.0871 -3.9555 0.185 0.110 -0.079
C 1.2474 -1.4279 -3.4540 -0.118 0.403 0.179
C 2.6065 -1.7161 -3.3472 0.667 0.481 0.242
H 6.5213 -1.6045 -3.3847 -0.051 -0.184 -0.113
H 5.3174 -2.8867 -3.0377 0.041 0.146 -0.113
H 5.1296 -1.8473 -4.4934 0.033 0.073 0.257
H 3.5580 0.9410 -1.4238 -0.044 0.061 -0.208
H 1.1398 1.4694 -1.6859 0.002 -0.203 0.061
H -4.9854 -0.5394 -4.2599 0.027 -0.404 0.246
H -5.1255 -2.9527 -3.5006 0.403 0.123 -0.092
H -3.0868 -4.1121 -2.6460 -0.014 0.178 -0.190
H -0.8949 -2.8867 -2.5521 -0.414 0.114 0.119
H 0.0894 2.8601 -2.8698 -0.273 0.032 0.122
H -1.6100 4.6967 -2.9903 -0.013 -0.190 -0.225
H -3.9263 4.2034 -3.7436 0.252 -0.192 -0.037
H -4.5940 1.8345 -4.3044 0.102 0.314 0.152
H 0.5944 -2.1007 -4.0063 0.176 0.111 0.142
H 3.0008 -2.6456 -3.7671 -0.085 0.470 0.027
```
Positions in Å, forces in eV/Å.

Values from the calculation:
Total charge   +1


| no. | calculated total energy (eV) | maximum force (Eh/bohr) |
| --- | --- | --- |
| 1 | -69904.193 | 0.015 |
| 2 | -87370.307 | 0.078 |
| 3 | -35851.821 | 0.056 |